Density functional theory data (the ωB97M-V functional and the def2-TZVPD basis) for a cluster of 2 separate species, C3H4N2OS in total.

Geometry (Å):
C: -0.8037 -1.5197 0.1181
C: 0.6088 0.6794 0.1880
C: -0.7077 -0.0775 -0.1081
N: -1.0544 -2.6447 0.2356
N: 1.5705 -0.1740 0.5841
O: 0.7137 1.8627 0.3360
S: -2.2066 0.9083 -0.1867
H: -0.4331 -0.1521 -2.0907
H: 1.5370 -1.2072 0.2784
H: 2.4209 0.1840 0.8281
H: -1.6454 2.1408 -0.1828

lowest unoccupied orbital energy (alpha / beta) = -1.1 / -1.7 eV
relative energy (zero: lowest compared OMol25 entry of this formula, charge and spin) = 94.49 kcal per mole

natural (NBO) atomic charge list, values in e, 4 entries: number 1, C, carries 0.196; number 2, C, carries 0.634; number 3, C, carries -0.377; number 4, N, carries -0.254

Density functional theory data (the ωB97M-V functional and the def2-TZVPD basis) for the ion C6H12N3S with charge +1.

Geometry (Å):
C: -2.5866 0.3670 0.1108
C: 2.7470 -0.9310 -0.0451
C: 1.9925 -0.2052 1.0213
C: 1.7486 -0.5764 -1.1382
C: -0.1650 1.2096 -0.2573
C: 0.7351 -0.0544 0.0235
N: -1.3405 0.1703 -0.0849
N: -3.1013 1.5422 0.4864
N: -0.4977 -0.9329 0.0719
S: -3.5977 -1.0618 0.2140
H: 3.8039 -0.6404 -0.1853
H: 2.7334 -2.0372 0.1115
H: 1.7514 -0.7470 1.9666
H: 2.2766 0.8007 1.3573
H: 2.1870 0.2460 -1.7627
H: 1.2452 -1.2171 -1.7752
H: -0.2500 1.9892 0.5292
H: -0.0923 1.5938 -1.2124
H: -2.4971 2.1997 0.8848
H: -3.9891 1.8826 0.3029
H: -0.5105 -1.6726 -0.5108
H: -2.5927 -1.9250 -0.1083

net charge = +1
lowest unoccupied orbital energy = -3.1 eV
relative energy (zero: lowest compared OMol25 entry of this formula, charge and spin) = 71.27 kcal per mole

natural (NBO) atomic charge list, values in e, 4 entries: number 1, C, carries 0.356; number 2, C, carries -0.417; number 3, C, carries -0.406; number 4, C, carries -0.409

Density functional theory data (the ωB97M-V functional and the def2-TZVPD basis) for a cluster of 2 separate species, C5H4 in total.

Geometry (Å):
C: 0.9944 -0.3987 -0.3355
C: 0.3303 0.9442 -0.1979
C: -0.3267 -1.0011 -0.1423
C: -0.9640 0.3058 -0.1813
C: 0.1515 -0.0657 1.0165
H: 2.0510 -0.4994 -0.3616
H: 0.8031 1.9623 -0.4258
H: -0.7925 -2.0055 0.1486
H: -2.2471 0.7581 0.4795

lowest unoccupied orbital energy = 0.9 eV
relative energy (zero: lowest compared OMol25 entry of this formula, charge and spin) = 92.07 kcal per mole

natural (NBO) atomic charge list, values in e, 4 entries: number 1, C, carries -0.225; number 2, C, carries -0.253; number 3, C, carries -0.246; number 4, C, carries -0.120

Density functional theory data (the ωB97M-V functional and the def2-TZVPD basis) for a cluster of 7 separate species, C46H78BF18IN4O20P2S in total.

Geometry (Å):
C: 4.7117 -3.2009 2.6229
C: 4.0231 -1.7468 2.5372
C: 2.4871 -1.7156 2.3052
C: 1.8430 -1.6562 0.8352
C: 2.6224 -2.7881 0.0676
C: 4.0628 -2.6497 -0.5245
C: 5.1259 -1.5264 -0.6031
N: 4.5289 -3.7578 -1.0489
C: 2.1033 -0.1486 0.3527
C: 2.4316 0.0167 -1.2223
C: 3.5620 1.1378 -1.4662
P: 2.9839 2.4965 -2.6124
O: 1.5763 2.9834 -2.3229
O: 4.0692 3.7969 -2.4963
C: 3.7137 4.6574 -1.3969
C: 2.8013 5.8800 -1.8406
O: 3.2038 1.9114 -4.1800
C: 2.0871 1.0972 -4.6002
C: 2.5289 -0.3781 -5.0006
O: 1.1540 0.8569 0.4986
S: 0.1163 1.3392 1.6151
O: 0.8927 1.4108 2.9228
O: -1.0248 0.1157 1.7067
C: -0.6454 -1.2398 1.9089
N: -0.1669 -1.2957 3.3494
C: -2.1324 -1.8775 2.1462
C: -3.2428 -1.6900 1.0672
C: -4.1257 -0.3711 1.3083
C: -5.4097 -0.5691 0.3679
N: -5.7023 0.6188 -0.4730
C: 0.2396 -2.0147 0.8764
B: 0.0761 -3.6168 1.2250
O: -0.0272 -4.0942 2.5999
N: 0.1485 -4.7293 0.2353
C: -1.1599 -5.4700 0.4622
C: 1.1978 -5.7432 0.5464
P: -0.2537 -1.8732 -0.9750
O: -1.5075 -3.0045 -1.3408
I: -1.3872 0.2451 -1.6194
H: 3.9154 -4.0093 2.6259
H: 5.4062 -3.3740 1.7556
H: 5.3099 -3.3356 3.5607
H: 4.1664 -1.3826 3.6077
H: 4.6563 -1.0102 1.9652
H: 2.1838 -0.7250 2.7714
H: 2.0122 -2.4824 2.9815
H: 2.7955 -3.6269 0.8168
H: 2.0487 -3.2949 -0.7708
H: 4.9455 -0.5818 -0.0427
H: 5.2315 -1.2342 -1.6941
H: 6.1296 -1.9749 -0.3355
H: 3.8298 -4.5068 -0.9614
H: 3.0859 0.1479 0.8512
H: 1.5494 0.4826 -1.7646
H: 2.6112 -0.9335 -1.7729
H: 4.4939 0.6917 -1.9020
H: 3.8744 1.5910 -0.4744
H: 4.6578 5.1230 -0.9813
H: 3.2445 4.1086 -0.5263
H: 1.8794 5.4976 -2.3734
H: 2.4321 6.4312 -0.9291
H: 3.3257 6.5551 -2.5668
H: 1.2657 0.9957 -3.8420
H: 1.6391 1.6135 -5.5012
H: 1.6572 -1.0525 -4.7439
H: 2.7781 -0.4312 -6.0906
H: 3.4013 -0.7546 -4.4033
H: -0.5853 -2.0816 3.8440
H: -0.5711 -0.4715 3.8104
H: -2.5217 -1.2273 2.9974
H: -2.1421 -2.8944 2.6092
H: -3.9982 -2.5293 1.2174
H: -2.9955 -1.6940 -0.0139
H: -3.5740 0.5259 0.9271
H: -4.4304 -0.2891 2.3905
H: -6.3337 -0.8410 0.9398
H: -5.2176 -1.4355 -0.3447
H: -5.2682 0.4926 -1.3875
H: -6.7136 0.7128 -0.5844
H: 0.8539 -4.2401 2.9728
H: -1.9138 -4.6618 0.7405
H: -1.1201 -6.1616 1.3422
H: -1.5124 -5.9472 -0.4906
H: 1.9371 -5.7236 -0.3193
H: 0.8223 -6.7992 0.5927
H: 1.8240 -5.5104 1.4600
H: -1.5527 -3.0199 -2.3101
C: 3.0809 2.4292 4.8597
C: 2.1729 3.4993 5.4272
O: 2.4635 3.7391 6.8157
C: 3.5225 4.5191 7.0652
O: 4.2193 5.0078 6.2244
C: 3.6855 4.7250 8.5674
F: 3.5765 3.5767 9.2534
F: 2.7507 5.5566 9.0549
F: 4.8727 5.2499 8.8829
H: 3.0168 1.5167 5.4581
H: 2.8041 2.1968 3.8326
H: 4.1264 2.7435 4.8737
H: 1.1368 3.1635 5.3802
H: 2.2381 4.4277 4.8558
C: -6.1531 6.8602 -2.1399
C: -5.3810 5.9285 -3.0522
O: -4.2431 5.3725 -2.3751
C: -4.4983 4.3437 -1.5532
O: -5.5849 3.8870 -1.3601
C: -3.1998 3.8250 -0.9397
F: -2.4216 4.8174 -0.4827
F: -2.4656 3.1439 -1.8395
F: -3.4085 3.0042 0.0899
H: -5.4937 7.6328 -1.7368
H: -6.9696 7.3400 -2.6811
H: -6.5723 6.3251 -1.2867
H: -4.9920 6.4868 -3.9043
H: -6.0173 5.1344 -3.4488
C: -11.1893 -1.5954 4.2153
C: -9.9251 -0.8875 3.7712
O: -9.5365 -1.3080 2.4528
C: -10.2002 -0.7400 1.4394
O: -11.0733 0.0687 1.5671
C: -9.6582 -1.2390 0.1047
F: -9.5042 -2.5699 0.0809
F: -8.4561 -0.7061 -0.1686
F: -10.4590 -0.9302 -0.9194
H: -11.0643 -2.6788 4.1469
H: -11.4361 -1.3328 5.2446
H: -12.0367 -1.3339 3.5799
H: -9.1023 -1.1524 4.4357
H: -10.0359 0.1982 3.8105
C: 7.3463 -4.9360 -1.3485
C: 7.4847 -4.3318 -2.7290
O: 8.8560 -4.3529 -3.1677
C: 9.3019 -5.5209 -3.6475
O: 8.6466 -6.5179 -3.7260
C: 10.7474 -5.3815 -4.1128
F: 11.5111 -4.7359 -3.2152
F: 10.8308 -4.6890 -5.2598
F: 11.3277 -6.5637 -4.3314
H: 8.0143 -4.4338 -0.6421
H: 6.3170 -4.8394 -0.9933
H: 7.6203 -5.9930 -1.3445
H: 7.1849 -3.2832 -2.7023
H: 6.8415 -4.8334 -3.4548
C: 11.7586 -0.9751 -2.3121
C: 10.3426 -1.5126 -2.2693
O: 9.4129 -0.4838 -1.8852
C: 9.0508 0.3687 -2.8541
O: 9.4494 0.3244 -3.9802
C: 8.0299 1.3707 -2.3239
F: 8.3861 1.8888 -1.1393
F: 6.8263 0.7949 -2.1470
F: 7.8478 2.4014 -3.1493
H: 12.0220 -0.5160 -1.3560
H: 12.4675 -1.7757 -2.5265
H: 11.8689 -0.2031 -3.0749
H: 10.2686 -2.2951 -1.5133
H: 10.0509 -1.9568 -3.2233
C: -13.7776 1.5246 -1.1273
C: -12.6074 2.2794 -0.5300
O: -12.0798 3.2330 -1.4685
C: -12.7562 4.3835 -1.5765
O: -13.7451 4.6505 -0.9586
C: -12.0627 5.3135 -2.5666
F: -11.7129 4.6829 -3.6981
F: -10.9370 5.8327 -2.0494
F: -12.8351 6.3431 -2.9236
H: -13.4891 1.0592 -2.0730
H: -14.1246 0.7491 -0.4433
H: -14.6131 2.1918 -1.3451
H: -11.7996 1.5839 -0.3054
H: -12.8803 2.7712 0.4060

lowest unoccupied orbital energy = 0.0 eV

Löwdin atomic charge list, values in e, 4 entries: number 1, C, carries -0.089; number 2, C, carries -0.212; number 3, C, carries -0.160; number 4, C, carries -0.285

Record order is preserved below.
Calculated total energy: -19034.951; -21712.416; -5242.203; -182982.269 eV